1.
Below is a 13-piece molecular cluster, C4H32O12 overall at a distorted geometry, with properties calculated with ωB97M-V with the def2-TZVPD basis set.

Each line ends with the natural charge from an NBO analysis.
Geometry (Å):
C1 1.275 0.918 1.732  -0.19
C2 1.649 -0.313 2.038  -0.20
C3 3.028 -0.615 2.519  -0.65
C4 -0.185 1.298 1.479  -0.65
H1 1.807 1.861 1.771  0.20
H2 0.958 -1.155 2.089  0.19
H3 3.745 0.172 2.270  0.21
H4 2.926 -0.861 3.591  0.22
H5 3.552 -1.509 2.161  0.21
H6 -0.328 2.334 1.720  0.24
H7 -0.877 0.613 1.985  0.21
H8 -0.534 1.065 0.468  0.19
H9 -3.905 -0.518 -1.472  0.49
H10 -4.601 -0.778 -0.273  0.48
O1 -4.613 -0.100 -0.951  -0.96
H11 2.425 -2.878 0.309  0.51
H12 1.409 -4.049 0.247  0.49
O2 1.808 -3.404 0.843  -1.00
H13 0.341 -1.912 -0.511  0.47
H14 -0.207 -2.752 0.633  0.48
O3 -0.382 -2.488 -0.302  -0.95
H15 -2.174 1.015 -2.336  0.49
H16 -1.303 -0.116 -1.651  0.48
O4 -1.770 0.144 -2.453  -0.97
H17 -3.641 1.632 -0.993  0.50
H18 -3.806 3.140 -1.037  0.49
O5 -3.309 2.428 -1.444  -1.00
H19 -0.894 2.304 -4.234  0.51
H20 -1.432 3.276 -2.960  0.51
O6 -0.673 2.855 -3.478  -1.00
H21 -3.502 -3.117 1.545  0.46
H22 -2.020 -2.900 1.089  0.50
O7 -2.961 -2.900 0.770  -0.97
H23 0.556 3.161 -2.119  0.50
H24 2.093 3.735 -2.287  0.49
O8 1.493 3.089 -1.821  -1.00
H25 -0.870 -2.850 3.261  0.49
H26 0.128 -3.426 2.271  0.50
O9 -0.860 -3.386 2.449  -0.96
H27 1.938 0.110 -2.125  0.47
H28 2.421 1.400 -1.418  0.51
O10 2.733 0.487 -1.772  -0.98
H29 -0.654 3.473 -0.503  0.47
H30 -1.792 2.560 0.029  0.48
O11 -1.392 3.382 0.098  -0.94
H31 3.736 -0.826 -0.708  0.51
H32 4.630 -1.816 0.089  0.46
O12 4.031 -1.781 -0.610  -0.98

DFT total energy (Ha): -1074.40869
Energy relative to the best compared isomer or geometry (same formula, charge and spin) (eV): 1.8633
Orbital gap (eV): 9.6
Maximum force (hartree/bohr): 0.07408
Spin multiplicity: 1

2.
Below is a 12-piece molecular cluster, C4H33NO12 overall at a distorted geometry, with properties calculated with ωB97M-V with the def2-TZVPD basis set.

Each line ends with the natural charge from an NBO analysis.
Geometry (Å):
C1 1.210 1.014 -1.067  -0.46
N1 1.044 -0.311 -0.440  -0.70
C2 1.307 -1.451 -1.493  -0.24
C3 1.684 -2.633 -0.623  -0.43
C4 0.499 -3.444 -0.156  -0.07
O1 -0.080 -2.554 0.842  -0.80
H1 2.181 1.168 -1.396  0.22
H2 0.376 1.325 -1.710  0.18
H3 1.048 1.851 -0.293  0.21
H4 0.169 -0.474 0.038  0.39
H5 0.534 -1.501 -2.289  0.20
H6 2.272 -1.235 -2.065  0.20
H7 2.403 -3.358 -1.189  0.21
H8 2.220 -2.135 0.236  0.23
H9 0.839 -4.431 0.189  0.18
H10 -0.236 -3.567 -0.938  0.18
H11 -1.049 -2.519 0.670  0.52
O2 -0.392 0.286 -4.185  -0.95
H12 -1.197 0.733 -4.549  0.47
H13 -0.669 0.317 -3.205  0.48
O3 3.691 0.283 0.740  -0.96
H14 4.164 0.645 0.001  0.49
H15 2.847 0.020 0.407  0.49
O4 2.103 1.539 2.510  -1.00
H16 1.923 0.816 3.064  0.47
H17 2.763 1.120 1.868  0.50
O5 3.411 1.588 -2.991  -0.93
H18 3.232 2.555 -3.062  0.47
H19 2.600 1.338 -3.483  0.48
O6 -2.852 2.359 2.456  -0.96
H20 -2.194 1.714 2.411  0.48
H21 -2.340 3.055 2.896  0.47
O7 -2.350 4.332 -0.442  -0.93
H22 -2.691 3.474 -0.454  0.46
H23 -2.772 4.759 0.298  0.47
O8 -3.177 -0.127 1.371  -0.98
H24 -2.355 -0.042 1.693  0.49
H25 -3.832 0.384 1.845  0.50
O9 -3.133 -2.543 0.500  -1.00
H26 -3.684 -3.138 0.073  0.47
H27 -3.500 -1.616 0.548  0.51
O10 -2.275 0.702 -1.356  -0.98
H28 -2.805 1.405 -1.763  0.47
H29 -2.389 0.734 -0.391  0.50
O11 1.085 -1.108 2.825  -0.98
H30 0.636 -1.995 2.929  0.50
H31 1.176 -1.136 1.824  0.51
O12 -0.859 0.596 2.295  -1.03
H32 -0.333 -0.168 2.490  0.51
H33 -0.250 1.373 2.521  0.52

DFT total energy (Ha): -1129.76291
Energy relative to the best compared isomer or geometry (same formula, charge and spin) (eV): 3.8534
Orbital gap (eV): 9.5
Maximum force (hartree/bohr): 0.12211
Structure (SMILES): CNCCCO.O.O.O.O.O.O.O.O.O.O.O
Spin multiplicity: 1

3.
Below is a 14-piece molecular cluster, C4H33NO15S overall at a distorted geometry, with properties calculated with ωB97M-V with the def2-TZVPD basis set.

Each line ends with the natural charge from an NBO analysis.
Geometry (Å):
O1 -0.361 -2.312 -1.457  -0.74
C1 -0.674 -1.685 -0.375  0.70
N1 -0.721 -2.419 0.724  -0.66
C2 -1.265 -1.930 2.017  0.14
O2 -2.339 -1.216 1.733  -0.95
C3 -0.882 -0.182 -0.525  -0.53
C4 0.436 0.710 -0.353  -0.52
S1 0.220 2.596 -0.535  -0.72
H1 -1.140 -3.394 0.616  0.40
H2 -0.397 -1.295 2.441  0.10
H3 -1.380 -2.818 2.690  0.10
H4 -1.249 0.003 -1.464  0.19
H5 -1.605 0.240 0.109  0.26
H6 0.809 0.647 0.770  0.24
H7 1.237 0.424 -1.134  0.16
H8 1.623 -3.294 -1.088  0.48
H9 2.810 -2.644 -0.354  0.50
O3 2.573 -3.253 -1.057  -0.99
H10 -3.716 2.042 -1.339  0.47
H11 -2.998 1.071 -2.083  0.48
O4 -3.808 1.135 -1.621  -0.95
H12 -3.561 -2.167 0.228  0.49
H13 -4.004 -1.167 -0.740  0.47
O5 -4.203 -2.058 -0.514  -0.98
H14 2.710 0.424 -0.869  0.49
H15 2.895 1.739 -1.570  0.50
O6 3.496 0.994 -1.150  -0.98
H16 1.433 -2.322 -2.846  0.50
H17 2.393 -1.249 -2.372  0.48
O7 1.795 -1.430 -3.131  -0.98
H18 2.660 1.549 2.787  0.49
H19 1.273 0.960 2.936  0.51
O8 2.233 0.746 2.935  -1.00
H20 -1.011 1.050 -2.517  0.49
H21 -0.814 -0.086 -3.508  0.47
O9 -1.071 0.765 -3.490  -0.96
H22 -2.783 0.270 2.248  0.53
H23 -3.308 1.089 0.971  0.48
O10 -2.982 1.201 1.882  -1.03
H24 2.475 -0.533 1.702  0.51
H25 1.578 -1.590 0.959  0.48
O11 2.448 -1.187 1.073  -1.00
H26 2.665 0.297 -4.152  0.49
H27 1.213 0.624 -4.632  0.49
O12 2.168 0.795 -4.871  -0.98
H28 -0.139 2.223 1.617  0.51
H29 -1.103 1.173 2.164  0.52
O13 -0.204 1.664 2.416  -1.07
H30 3.768 1.700 0.433  0.49
H31 2.656 2.616 0.838  0.49
O14 3.549 2.338 1.083  -1.00
H32 -1.137 2.157 4.079  0.48
H33 -2.390 2.576 3.735  0.48
O15 -1.870 2.410 4.561  -0.97

DFT total energy (Ha): -1753.78110
Energy relative to the best compared isomer or geometry (same formula, charge and spin) (eV): 4.4124
Charge: -2
Orbital gap (eV): 7.3
Maximum force (hartree/bohr): 0.11420
Spin multiplicity: 1